Record 1
ORCA calculation (the ωB97M-V functional and the def2-TZVPD basis) on a cluster of 2 separate species, C9H15NS in total in a non-equilibrium geometry.

Geometry as ORCA input:
```
! RIJCOSX wB97M-V def2-TZVPD def2/J DEFGRID3
* xyz 0 1
C 3.0621 0.4913 -0.4693
C 2.7188 1.2734 0.3733
C 1.8155 1.6940 2.4139
C -1.9303 -0.9631 1.9147
C -0.6403 1.1034 -1.5108
C -2.1729 0.7521 -1.4480
C -1.0856 -0.0040 -0.5595
C 0.8969 -1.4149 -0.9295
C -0.6140 -1.3942 -0.9732
N 2.2365 2.0887 1.2676
S -0.7428 0.2850 1.2199
H 3.3441 0.1348 -1.4156
H 2.1472 0.7558 2.7845
H 1.3132 2.4701 2.8874
H -1.9952 -0.6759 2.9603
H -2.9034 -1.0027 1.4212
H -0.2070 0.7887 -2.4356
H -0.2663 1.9558 -0.9087
H -2.8965 1.4072 -0.9704
H -2.7157 0.1721 -2.2427
H 1.3764 -1.2954 0.1136
H 1.3133 -0.4965 -1.4709
H 1.3286 -2.3203 -1.3492
H -0.9704 -2.2226 -0.4119
H -0.9355 -1.6360 -2.0465
H -1.4765 -1.9468 1.7854
*
```

Summary:
Energy above the lowest of the compared OMol25 structures with the same formula, charge and spin, kcal/mol: 95.1
DFT total energy, a.u.: -804.68339
Frontier orbital gap, eV: 8.98
Structure (SMILES): CCC1(SC)CC1.C#CN=C
Largest force on an atom, eV Å⁻¹: 3.071



Record 2
ORCA calculation (the ωB97M-V functional and the def2-TZVPD basis) on the molecule C9H15NSi in a non-equilibrium geometry.

Geometry as ORCA input:
```
! RIJCOSX wB97M-V def2-TZVPD def2/J DEFGRID3
* xyz 0 1
C -3.5501 0.2544 -1.0520
C -2.8325 1.2473 -1.5873
C -3.0597 -0.5088 -0.0290
C -1.4459 1.3789 -1.2126
C -1.6635 -0.4360 0.3542
C -0.8576 0.5395 -0.2393
C 1.7130 -1.5987 -1.0246
C 2.4817 -1.5008 1.1558
C 1.2609 1.7922 1.6674
N 1.7451 -0.8665 0.1711
Si 1.0417 0.7333 0.1303
H -4.5333 0.1181 -1.3972
H -3.2649 1.9755 -2.4134
H -3.6417 -1.3041 0.4747
H -0.9575 2.2772 -1.7499
H -1.1283 -1.0918 1.1603
H 1.0482 -1.1606 -1.7062
H 2.6033 -1.7034 -1.6489
H 1.1906 -2.5285 -0.7558
H 2.4229 -0.9502 2.1757
H 2.2643 -2.5369 1.4146
H 3.5320 -1.5694 0.9040
H 1.2560 1.2625 2.5550
H 2.2067 2.1964 1.7572
H 0.4037 2.3975 1.7286
H 1.7649 1.5828 -0.8326
*
```

Summary:
Energy above the lowest of the compared OMol25 structures with the same formula, charge and spin, kcal/mol: 44.5
DFT total energy, a.u.: -696.14170
Frontier orbital gap, eV: 9.32
Structure (SMILES): CN(C)[Si@H](C)c1ccccc1
Largest force on an atom, eV Å⁻¹: 4.585



Record 3
ORCA calculation (the ωB97M-V functional and the def2-TZVPD basis) on the molecule C9H16 in a non-equilibrium geometry.

Geometry as ORCA input:
```
! RIJCOSX wB97M-V def2-TZVPD def2/J DEFGRID3
* xyz 0 1
C 2.0981 -0.6838 0.7404
C 1.0879 -0.5946 -0.4195
C 1.2340 0.5153 -1.3890
C 0.7834 0.5277 -2.6509
C -0.3789 -0.5790 0.1431
C -1.3010 -1.6521 -0.4156
C -0.8821 0.4212 0.8516
C -2.0904 0.2658 1.7374
C -0.2980 1.7588 1.0833
H 3.0906 -0.5163 0.3214
H 1.9558 -1.6939 1.1049
H 1.8585 0.0817 1.5088
H 1.1138 -1.5453 -1.0125
H 1.9082 1.3412 -1.1261
H 0.0483 -0.1840 -2.9618
H 0.9652 1.2905 -3.4291
H -0.8874 -2.6620 -0.3771
H -2.2627 -1.6475 0.0072
H -1.5467 -1.4481 -1.4619
H -1.7731 0.2550 2.8026
H -2.6923 -0.6814 1.5539
H -2.8198 1.0888 1.5425
H 0.0643 1.8642 2.1216
H 0.5249 2.0329 0.3644
H -1.0663 2.5501 0.9564
*
```

Summary:
Energy above the lowest of the compared OMol25 structures with the same formula, charge and spin, kcal/mol: 12.5
DFT total energy, a.u.: -352.45060
Frontier orbital gap, eV: 9.30
Structure (SMILES): C=C[C@@H](C)C(C)=C(C)C
Largest force on an atom, eV Å⁻¹: 2.491